Formula: C6H5FS
Source: OMol25
Level of theory: wB97M-V/def2-TZVPD

Structure (XYZ):
```
13
Properties=species:S:1:pos:R:3
C -3.380 -1.009 -0.144
C -2.278 -0.486 -0.053
C -0.941 0.199 -0.290
C 0.074 -0.622 -0.054
F -0.100 -1.972 0.203
C 1.598 -0.354 0.004
C 1.819 1.135 0.101
S 2.781 -1.465 -0.169
H -4.414 -1.094 0.111
H -0.532 1.273 -0.126
H 1.267 1.350 1.134
H 2.824 1.456 0.022
H 1.282 1.587 -0.739
```

Total charge = 0
E = -729.5201 hartree
Energy relative to the best compared isomer or geometry (same formula, charge and spin) = 102.5 kcal per mole
SMILES = C#C/C=C(\F)C(C)=S
Molar mass = 128.2 g mol⁻¹
E_HOMO = -9.1 eV